1.
{
  "formula": "C4H7N2",
  "method": "ωB97M-V/def2-TZVPD",
  "elements": ["C", "C", "C", "C", "N", "N", "H", "H", "H", "H", "H", "H", "H"],
  "coordinates": [[0.89, 0.05, -0.85], [0.16, 1.03, -1.26], [0.32, -0.57, 0.35], [-1.30, 0.99, -0.01], [-0.84, -0.04, 0.73], [1.00, -1.59, 0.91], [1.84, -0.13, -1.21], [0.11, 1.63, -2.15], [-1.03, 1.99, 0.25], [-2.24, 0.90, -0.38], [-1.58, -0.48, 1.32], [1.71, -1.89, 0.36], [0.96, -1.88, 1.95]],
  "mulliken_charge": [-0.40, -0.44, 0.64, -0.66, -0.12, -0.39, 0.38, 0.42, 0.33, 0.44, 0.31, 0.22, 0.29],
  "e_lumo_ev": -4.34,
  "mol_weight_g_mol": 83.11,
  "e_homo_ev": -14.70,
  "largest_force_ha_per_bohr": 0.1472,
  "total_energy_ev": -7232.98344,
  "charge": 1
}

2.
{
  "formula": "C4H7N2",
  "method": "ωB97M-V/def2-TZVPD",
  "elements": ["C", "C", "C", "C", "N", "N", "H", "H", "H", "H", "H", "H", "H"],
  "coordinates": [[-2.10, -0.13, 0.40], [-3.01, -0.83, -0.14], [-1.03, 0.63, 0.31], [0.42, 0.25, 0.33], [1.36, 0.85, -0.50], [0.33, -1.29, -0.19], [-1.20, 2.43, 0.38], [0.74, 0.16, 1.41], [2.29, 0.81, -0.05], [1.37, 1.75, -0.94], [0.85, -1.23, -1.14], [-0.74, -1.51, -0.31], [0.70, -1.90, 0.45]],
  "mulliken_charge": [-0.08, -0.25, -0.21, 0.37, -0.55, -0.39, 0.32, 0.29, 0.24, 0.27, 0.39, 0.30, 0.31],
  "e_lumo_ev": -6.10,
  "mol_weight_g_mol": 83.11,
  "e_homo_ev": -14.49,
  "largest_force_ha_per_bohr": 0.1003,
  "total_energy_ev": -7226.39877,
  "charge": 1
}

3.
{
  "formula": "C4H7N2",
  "method": "ωB97M-V/def2-TZVPD",
  "elements": ["C", "C", "C", "C", "N", "N", "H", "H", "H", "H", "H", "H", "H"],
  "coordinates": [[2.17, -0.58, 1.33], [2.35, -0.70, 0.05], [-0.43, 0.13, 0.08], [-0.62, 0.85, -1.13], [1.59, 0.41, 0.48], [-1.11, -0.31, 1.06], [2.25, -0.78, 2.38], [2.78, -1.16, -0.85], [-0.04, 1.68, -1.02], [-0.26, 0.09, -1.82], [-1.64, 1.06, -1.20], [-2.08, -0.36, 0.94], [-0.68, -0.69, 1.87]],
  "mulliken_charge": [-0.25, 0.05, 0.49, -1.03, -0.31, -0.24, 0.39, 0.36, 0.34, 0.31, 0.43, 0.25, 0.22],
  "e_lumo_ev": [-4.01, -4.01],
  "mol_weight_g_mol": 83.11,
  "e_homo_ev": [-12.69, -12.69],
  "largest_force_ha_per_bohr": 0.1057,
  "total_energy_ev": -7229.04807,
  "charge": 1
}

4.
{
  "formula": "C4H7N2",
  "method": "ωB97M-V/def2-TZVPD",
  "elements": ["C", "C", "N", "C", "C", "N", "H", "H", "H", "H", "H", "H", "H"],
  "coordinates": [[-1.18, 0.77, -1.08], [-1.75, 0.15, -0.06], [-1.00, -0.30, 1.03], [0.26, -0.65, 1.04], [1.42, -0.28, 0.51], [2.40, -0.46, -0.30], [-0.04, 0.87, -1.11], [-1.73, 1.26, -1.75], [-2.82, 0.06, 0.08], [-1.38, -0.40, 1.97], [0.48, -1.35, 1.90], [3.16, 0.23, -0.36], [2.25, -1.12, -1.08]],
  "mulliken_charge": [-0.87, 0.25, -0.19, 0.21, -0.14, -0.28, 0.09, 0.34, 0.37, 0.29, 0.31, 0.31, 0.31],
  "e_lumo_ev": -4.59,
  "mol_weight_g_mol": 83.11,
  "e_homo_ev": -13.34,
  "largest_force_ha_per_bohr": 0.0894,
  "smiles": "C=CNC=C=[NH2+]",
  "total_energy_ev": -7231.88336,
  "charge": 1
}